Below is a cluster of 2 separate species, C3H5BrO in total in a non-equilibrium geometry, with properties calculated with ωB97M-V/def2-TZVPD.

Positions of all 10 atoms, in Å:
1 C -0.5044 -0.4523 -0.7055
2 C -0.2662 1.4077 0.3503
3 C 0.5356 -1.3272 0.1121
4 O -1.1339 -0.7442 -1.6681
5 Br -1.1151 2.8767 -0.5699
6 H -0.7967 1.2613 1.3439
7 H 0.8449 1.6956 0.4235
8 H 1.3415 -1.6509 -0.6726
9 H 0.2311 -2.3337 0.3333
10 H 0.8632 -0.7331 1.0529

Net charge = 0
Spin multiplicity = 3
⟨S²⟩ = 2.008
HOMO-LUMO gap (alpha / beta) = 6.580 / 8.253 eV